[1]
Molecular formula: C28H54ClIN3O4
Method: DFT, the ωB97M-V functional and the def2-TZVPD basis

Energy (Eh): -2322.1299
HOMO energy (Eh): -0.44937
LUMO (eV): -3.58
Frontier orbital gap (Eh): 0.318

```
! wB97M-V def2-TZVPD RIJCOSX def2/J DEFGRID3
* xyz 1 1
C 1.38 0.42 4.15
C 0.79 1.65 4.81
O 1.40 2.16 5.65
O -0.44 2.11 4.44
C -0.42 3.49 4.03
C -1.23 3.67 2.73
C -0.43 3.92 1.43
C -0.29 5.45 1.28
C 0.47 6.10 2.43
O 1.56 5.89 2.71
I -0.64 7.50 3.66
C 0.91 3.15 1.33
C 1.06 2.31 0.03
C 1.57 3.10 -1.19
C 2.90 3.89 -0.97
C 2.72 5.38 -0.65
Cl 4.02 3.08 0.17
N -0.18 1.52 -0.20
C -0.27 0.86 -1.53
C -1.31 2.15 0.18
N -2.40 1.56 0.53
C -2.58 0.10 0.58
C -1.64 -0.54 1.63
O -2.10 -1.08 2.54
N -1.32 3.54 0.29
H 1.50 0.54 3.07
H 2.37 0.25 4.56
H 0.76 -0.46 4.30
H -0.88 4.10 4.82
H 0.61 3.83 3.92
H -1.92 2.83 2.67
H -1.86 4.55 2.88
H 0.08 5.75 0.30
H -1.31 5.83 1.33
H 1.05 2.44 2.15
H 1.73 3.86 1.43
H 1.83 1.58 0.27
H 0.84 3.84 -1.55
H 1.76 2.46 -2.05
H 3.40 3.88 -1.93
H 2.61 5.56 0.42
H 3.53 5.97 -1.07
H 1.81 5.70 -1.16
H -0.70 1.52 -2.28
H 0.73 0.61 -1.87
H -0.78 -0.09 -1.47
H -3.18 2.15 0.80
H -3.57 -0.09 0.97
H -2.54 -0.39 -0.39
H -0.54 -0.47 1.55
H -0.97 3.95 -0.57
C 1.10 -6.78 2.19
C 1.37 -5.47 2.92
C 0.46 -4.33 2.47
C 0.59 -3.93 1.00
C 1.99 -3.51 0.56
C 2.49 -2.26 1.28
H 1.28 -6.70 1.12
H 1.75 -7.57 2.58
H 0.07 -7.10 2.34
H 2.42 -5.18 2.79
H 1.23 -5.62 3.99
H 0.65 -3.45 3.11
H -0.58 -4.61 2.66
H -0.10 -3.10 0.80
H 0.26 -4.76 0.37
H 1.97 -3.30 -0.52
H 2.70 -4.33 0.70
H 1.81 -1.42 1.11
H 3.47 -1.97 0.90
H 2.58 -2.43 2.35
C -1.37 -3.37 -2.51
C -0.78 -2.55 -3.64
C -1.79 -1.61 -4.29
C -2.98 -2.29 -4.97
C -2.60 -3.29 -6.07
C -1.86 -2.66 -7.24
H -2.16 -4.04 -2.85
H -0.59 -3.99 -2.06
H -1.77 -2.72 -1.73
H -0.33 -3.20 -4.39
H 0.04 -1.95 -3.24
H -1.27 -0.98 -5.02
H -2.18 -0.92 -3.53
H -3.62 -1.52 -5.40
H -3.59 -2.81 -4.22
H -3.52 -3.75 -6.44
H -2.00 -4.11 -5.65
H -2.46 -1.87 -7.70
H -1.66 -3.41 -8.01
H -0.91 -2.23 -6.93
*
```

What are the Löwdin partial charges on each atom? They are as follows, in elementary charge units: number 1, C, carries 0.03; number 2, C, carries -0.57; number 3, O, carries 0.19; number 4, O, carries -0.01; number 5, C, carries -0.14; number 6, C, carries -0.07; number 7, C, carries -0.38; number 8, C, carries -0.13; number 9, C, carries -0.83; number 10, O, carries 0.06; number 11, I, carries 0.86; number 12, C, carries -0.04; number 13, C, carries -0.25; number 14, C, carries -0.16; number 15, C, carries -0.68; number 16, C, carries -0.10; number 17, Cl, carries 0.68; number 18, N, carries -0.01; number 19, C, carries 0.01; number 20, C, carries -0.33; number 21, N, carries 0.18; number 22, C, carries -0.06; number 23, C, carries -0.26; number 24, O, carries 0.13; number 25, N, carries 0.14; number 26, H, carries 0.06; number 27, H, carries 0.09; number 28, H, carries 0.09; number 29, H, carries 0.13; number 30, H, carries 0.12; number 31, H, carries 0.11; number 32, H, carries 0.10; number 33, H, carries 0.12; number 34, H, carries 0.09; number 35, H, carries 0.11; number 36, H, carries 0.09; number 37, H, carries 0.12; number 38, H, carries 0.11; number 39, H, carries 0.11; number 40, H, carries 0.09; number 41, H, carries 0.05; number 42, H, carries 0.09; number 43, H, carries 0.07; number 44, H, carries 0.11; number 45, H, carries 0.10; number 46, H, carries 0.07; number 47, H, carries 0.18; number 48, H, carries 0.14; number 49, H, carries 0.11; number 50, H, carries 0.11; number 51, H, carries 0.13; number 52, C, carries -0.11; number 53, C, carries -0.26; number 54, C, carries -0.22; number 55, C, carries -0.23; number 56, C, carries -0.26; number 57, C, carries -0.11; number 58, H, carries 0.07; number 59, H, carries 0.07; number 60, H, carries 0.08; number 61, H, carries 0.10; number 62, H, carries 0.11; number 63, H, carries 0.09; number 64, H, carries 0.11; number 65, H, carries 0.09; number 66, H, carries 0.10; number 67, H, carries 0.10; number 68, H, carries 0.11; number 69, H, carries 0.05; number 70, H, carries 0.07; number 71, H, carries 0.07; number 72, C, carries -0.10; number 73, C, carries -0.27; number 74, C, carries -0.24; number 75, C, carries -0.23; number 76, C, carries -0.27; number 77, C, carries -0.11; number 78, H, carries 0.08; number 79, H, carries 0.07; number 80, H, carries 0.06; number 81, H, carries 0.11; number 82, H, carries 0.09; number 83, H, carries 0.10; number 84, H, carries 0.09; number 85, H, carries 0.11; number 86, H, carries 0.10; number 87, H, carries 0.11; number 88, H, carries 0.10; number 89, H, carries 0.08; number 90, H, carries 0.07; number 91, H, carries 0.06

---

[2]
Molecular formula: C28H54O19S4
Method: DFT, the ωB97M-V functional and the def2-TZVPD basis

Energy (Eh): -4121.5138
HOMO energy (Eh): -0.31527
LUMO (eV): 0.07
Frontier orbital gap (Eh): 0.318

```
! wB97M-V def2-TZVPD RIJCOSX def2/J DEFGRID3
* xyz 0 1
C 4.96 2.26 -0.72
C 5.02 0.75 -0.90
C 4.56 0.27 -2.26
O 5.79 0.18 -2.98
C 6.83 0.10 -2.12
O 7.90 -0.33 -2.39
O 6.42 0.39 -0.87
H 3.93 2.60 -0.82
H 5.60 2.73 -1.46
H 5.33 2.55 0.27
H 4.57 0.24 -0.05
H 4.04 1.07 -2.79
H 4.07 -0.70 -2.33
C -2.33 -3.16 2.98
C -2.02 -2.83 4.43
C -2.86 -1.68 4.99
O -3.74 -2.32 5.87
C -3.19 -3.52 6.25
O -3.61 -4.13 7.17
O -2.33 -3.93 5.29
H -3.40 -3.38 2.84
H -1.77 -3.99 2.55
H -2.24 -2.21 2.45
H -0.95 -2.61 4.44
H -3.26 -1.03 4.21
H -2.20 -1.02 5.58
C -3.61 -1.06 -3.54
C -4.35 -1.69 -2.39
C -4.69 -3.18 -2.69
O -3.73 -3.90 -1.92
C -3.19 -3.09 -1.00
O -2.43 -3.51 -0.18
O -3.48 -1.80 -1.24
H -2.92 -1.77 -4.03
H -2.83 -0.39 -3.18
H -4.24 -0.55 -4.26
H -5.21 -1.11 -2.09
H -4.51 -3.54 -3.71
H -5.74 -3.41 -2.47
C -1.59 0.61 0.36
C -0.62 -0.44 -0.18
C 0.36 0.22 -1.15
O 1.66 -0.06 -0.57
C 1.51 -0.43 0.71
O 2.37 -0.51 1.53
O 0.22 -0.78 0.93
H -2.34 0.14 0.99
H -2.14 1.13 -0.43
H -1.02 1.38 0.88
H -1.03 -1.41 -0.47
H 0.28 1.30 -1.18
H 0.37 -0.20 -2.15
C -0.42 1.17 4.34
C -1.42 2.29 4.42
C -0.84 3.61 4.94
O -0.78 4.42 3.73
C -1.53 3.86 2.77
O -1.83 4.37 1.73
O -1.82 2.59 3.06
H 0.44 1.48 3.74
H -0.83 0.26 3.89
H 0.00 0.87 5.30
H -2.35 2.03 4.93
H 0.20 3.48 5.24
H -1.44 4.19 5.62
C 6.01 -1.48 2.18
S 6.37 -3.20 2.66
O 7.81 -3.26 3.08
C 5.31 -3.20 4.15
H 6.69 -1.10 1.41
H 6.34 -0.77 2.96
H 4.99 -1.32 1.84
H 4.28 -3.15 3.80
H 5.55 -2.35 4.79
H 5.39 -4.07 4.81
C 1.32 -3.55 -2.88
S -0.23 -2.71 -3.37
O 0.22 -1.76 -4.44
C -0.93 -4.06 -4.36
H 1.73 -3.05 -2.00
H 2.13 -3.44 -3.60
H 1.16 -4.59 -2.61
H -0.27 -4.56 -5.07
H -1.66 -3.60 -5.03
H -1.32 -4.86 -3.72
C -4.62 3.80 -3.50
S -3.52 2.86 -2.38
O -4.21 1.53 -2.17
C -2.22 2.55 -3.63
H -4.60 3.25 -4.44
H -4.16 4.80 -3.49
H -5.65 3.97 -3.20
H -2.58 1.87 -4.40
H -1.43 2.04 -3.08
H -1.85 3.41 -4.18
C 0.68 4.54 -0.66
S 1.40 4.47 -2.32
O 1.31 3.03 -2.79
C 0.04 5.26 -3.23
H -0.36 4.31 -0.42
H 0.92 5.52 -0.25
H 1.19 3.77 -0.06
H -0.87 4.84 -2.82
H 0.08 5.06 -4.30
H -0.03 6.35 -3.15
*
```

Here are the Löwdin charges for atoms 1 to 99, given in e: number 1, C, carries -0.01; number 2, C, carries -0.29; number 3, C, carries -0.07; number 4, O, carries 0.06; number 5, C, carries -0.58; number 6, O, carries 0.17; number 7, O, carries 0.06; number 8, H, carries 0.07; number 9, H, carries 0.10; number 10, H, carries 0.09; number 11, H, carries 0.13; number 12, H, carries 0.14; number 13, H, carries 0.13; number 14, C, carries -0.02; number 15, C, carries -0.32; number 16, C, carries -0.13; number 17, O, carries 0.06; number 18, C, carries -0.54; number 19, O, carries 0.18; number 20, O, carries 0.10; number 21, H, carries 0.10; number 22, H, carries 0.09; number 23, H, carries 0.07; number 24, H, carries 0.15; number 25, H, carries 0.13; number 26, H, carries 0.12; number 27, C, carries -0.03; number 28, C, carries -0.26; number 29, C, carries -0.08; number 30, O, carries 0.06; number 31, C, carries -0.59; number 32, O, carries 0.14; number 33, O, carries 0.08; number 34, H, carries 0.06; number 35, H, carries 0.06; number 36, H, carries 0.09; number 37, H, carries 0.15; number 38, H, carries 0.13; number 39, H, carries 0.13; number 40, C, carries 0.01; number 41, C, carries -0.28; number 42, C, carries -0.07; number 43, O, carries 0.05; number 44, C, carries -0.57; number 45, O, carries 0.15; number 46, O, carries 0.06; number 47, H, carries 0.09; number 48, H, carries 0.06; number 49, H, carries 0.08; number 50, H, carries 0.12; number 51, H, carries 0.10; number 52, H, carries 0.11; number 53, C, carries -0.02; number 54, C, carries -0.28; number 55, C, carries -0.04; number 56, O, carries 0.06; number 57, C, carries -0.59; number 58, O, carries 0.14; number 59, O, carries 0.07; number 60, H, carries 0.10; number 61, H, carries 0.07; number 62, H, carries 0.10; number 63, H, carries 0.15; number 64, H, carries 0.13; number 65, H, carries 0.13; number 66, C, carries -0.27; number 67, S, carries 0.82; number 68, O, carries -0.57; number 69, C, carries -0.27; number 70, H, carries 0.05; number 71, H, carries 0.06; number 72, H, carries 0.03; number 73, H, carries 0.04; number 74, H, carries 0.05; number 75, H, carries 0.05; number 76, C, carries -0.24; number 77, S, carries 0.81; number 78, O, carries -0.56; number 79, C, carries -0.26; number 80, H, carries 0.04; number 81, H, carries 0.06; number 82, H, carries 0.06; number 83, H, carries 0.06; number 84, H, carries 0.04; number 85, H, carries 0.05; number 86, C, carries -0.25; number 87, S, carries 0.84; number 88, O, carries -0.56; number 89, C, carries -0.25; number 90, H, carries 0.05; number 91, H, carries 0.05; number 92, H, carries 0.06; number 93, H, carries 0.06; number 94, H, carries 0.03; number 95, H, carries 0.04; number 96, C, carries -0.27; number 97, S, carries 0.85; number 98, O, carries -0.58; number 99, C, carries -0.26